# C35H59AsBaF6N2O9PSSe

A molecular structure, C35H59AsBaF6N2O9PSSe at a distorted geometry (ωB97M-V with the def2-TZVPD basis set, OMol25).

```
116
C35H59AsBaF6N2O9PSSe (ωB97M-V with the def2-TZVPD basis set)
Ba -0.727 0.418 -2.267
C -0.018 -4.861 3.815
C 1.223 -3.976 3.692
C 1.423 -3.256 5.035
C 2.432 -4.882 3.420
C 1.077 -2.946 2.573
C -0.063 -2.820 1.784
C -0.132 -1.852 0.802
Se -1.766 -1.659 -0.208
C -2.561 -0.361 0.996
C -3.171 -0.783 2.154
C -3.700 0.144 3.057
C -3.566 1.485 2.719
C -2.950 1.959 1.557
C -2.433 1.020 0.628
O -1.889 1.299 -0.502
C -2.888 3.488 1.368
C -2.171 4.118 2.575
C -2.137 3.952 0.112
C -4.319 4.045 1.279
C -4.387 -0.344 4.335
C -3.394 -1.168 5.170
C -4.892 0.812 5.198
C -5.589 -1.228 3.968
C 0.923 -0.929 0.508
O 0.786 -0.097 -0.459
C 2.073 -1.038 1.355
C 2.104 -2.039 2.319
C 3.302 -0.107 1.287
C 3.154 1.078 0.324
C 4.523 -0.922 0.833
C 3.568 0.490 2.680
H 0.120 -5.584 4.625
H -0.905 -4.262 4.039
H -0.201 -5.413 2.888
H 1.483 -3.977 5.860
H 2.340 -2.661 5.031
H 0.585 -2.579 5.224
H 2.542 -5.634 4.212
H 2.308 -5.397 2.464
H 3.357 -4.301 3.370
H -0.923 -3.467 1.912
H -3.223 -1.851 2.344
H -3.969 2.225 3.402
H -1.155 3.720 2.651
H -2.109 5.205 2.450
H -2.685 3.912 3.517
H -1.119 3.564 0.094
H -2.627 3.620 -0.802
H -2.103 5.048 0.111
H -4.901 3.816 2.176
H -4.296 5.134 1.149
H -4.833 3.607 0.419
H -2.524 -0.560 5.432
H -3.865 -1.528 6.093
H -3.034 -2.034 4.607
H -4.069 1.457 5.517
H -5.621 1.422 4.657
H -5.381 0.415 6.094
H -5.270 -2.098 3.387
H -6.101 -1.584 4.871
H -6.301 -0.665 3.359
H 3.001 -2.117 2.930
H 3.064 0.746 -0.703
H 2.270 1.672 0.556
H 4.045 1.715 0.413
H 4.340 -1.317 -0.171
H 5.418 -0.286 0.802
H 4.720 -1.764 1.503
H 2.677 1.016 3.035
H 3.827 -0.272 3.419
H 4.396 1.207 2.630
N 0.804 -3.252 -2.408
C 0.198 -2.352 -2.964
H 1.272 -3.954 -2.980
N -4.758 0.181 -2.005
H -4.679 0.542 -2.950
H -4.188 -0.658 -1.988
H -4.262 0.851 -1.422
F -1.176 2.403 -3.098
As -2.179 2.871 -4.504
F -2.802 1.322 -4.881
F -3.438 3.051 -3.341
F -3.232 3.548 -5.700
F -1.611 4.472 -4.182
F -0.929 2.691 -5.667
O -1.370 -1.078 -5.996
S -1.041 -0.761 -4.653
O -0.168 0.385 -4.445
O -2.053 -0.891 -3.629
O -0.020 -2.087 -4.265
C 3.173 -2.147 -5.576
C 2.496 -0.843 -5.961
O 2.804 0.214 -5.057
P 2.392 0.213 -3.455
O 3.798 -0.289 -2.804
C 5.042 0.353 -3.084
C 6.158 -0.593 -2.699
O 2.662 1.810 -3.257
C 1.872 2.821 -3.910
C 2.792 3.767 -4.650
H 2.899 -2.935 -6.282
H 2.857 -2.455 -4.575
H 4.259 -2.030 -5.569
H 1.418 -0.984 -6.048
H 2.859 -0.507 -6.932
H 5.109 1.277 -2.507
H 5.101 0.614 -4.142
H 6.071 -0.865 -1.645
H 7.128 -0.116 -2.864
H 6.107 -1.510 -3.292
H 1.304 3.356 -3.151
H 1.180 2.372 -4.623
H 3.521 4.215 -3.970
H 2.194 4.558 -5.109
H 3.327 3.227 -5.434
```

Output
⟨S²⟩: 0.754
Charge: -2
LUMO level (spin up / spin down) (eV): 4.0 / 3.7
2S+1: 2

=====

# C35H59Cl36FN3O10P3S

13 unconnected molecules or ions with the total composition C35H59Cl36FN3O10P3S at a distorted geometry (ωB97M-V with the def2-TZVPD basis set, OMol25).

```
148
C35H59Cl36FN3O10P3S (ωB97M-V with the def2-TZVPD basis set)
C -3.202 3.640 1.332
C -4.404 2.925 0.644
C -4.432 1.369 0.847
C -3.011 0.700 0.731
C -2.495 0.800 -0.739
C -0.941 0.602 -0.868
C -0.157 1.949 -0.876
C -0.146 2.639 -2.302
C 0.181 4.173 -2.189
C 1.695 4.486 -2.366
C 2.520 4.227 -1.035
C 3.410 5.431 -0.606
C 3.907 5.317 0.873
C 4.900 4.091 1.098
C 4.936 3.765 2.626
C 4.809 2.301 3.138
C 3.361 1.616 2.994
C 2.690 1.785 1.580
C 3.175 0.901 0.406
O 2.699 -0.152 0.257
F 4.088 1.262 -0.544
P 2.329 2.844 4.122
N 0.872 3.289 3.246
O 1.769 2.098 5.490
C 3.284 0.128 3.447
O 2.028 -0.525 3.115
N 0.926 0.036 3.696
O -0.060 -0.226 3.116
P 3.714 -0.267 5.251
O 4.314 0.822 6.021
O 2.398 -0.780 6.121
O 4.757 -1.546 5.339
O 4.137 -0.794 2.701
S 5.631 -0.312 2.322
O 5.827 -0.499 0.898
O 6.573 -1.213 2.946
C 6.050 1.358 2.905
N 6.744 1.131 4.209
P 7.427 2.071 1.766
C 8.649 0.700 1.318
C 8.516 3.249 2.770
H -3.297 4.747 1.343
H -2.981 3.229 2.339
H -2.297 3.428 0.711
H -4.445 3.198 -0.432
H -5.334 3.329 1.108
H -4.876 1.175 1.851
H -5.125 0.949 0.082
H -3.174 -0.364 1.028
H -2.307 1.136 1.472
H -2.750 1.790 -1.172
H -3.002 -0.012 -1.304
H -0.702 -0.009 -1.765
H -0.616 0.020 0.030
H -0.535 2.661 -0.113
H 0.905 1.707 -0.652
H 0.604 2.081 -2.900
H -1.139 2.466 -2.781
H -0.181 4.505 -1.191
H -0.366 4.684 -3.012
H 2.076 3.796 -3.157
H 1.912 5.511 -2.741
H 1.763 3.959 -0.269
H 3.207 3.389 -1.283
H 2.794 6.352 -0.692
H 4.290 5.471 -1.288
H 3.032 5.209 1.562
H 4.434 6.249 1.166
H 5.890 4.476 0.770
H 4.562 3.298 0.414
H 5.939 4.104 2.990
H 4.255 4.487 3.127
H 4.857 2.472 4.249
H 2.608 2.845 1.256
H 1.626 1.483 1.687
H 0.830 4.302 3.176
H 0.038 2.920 3.709
H 0.800 2.040 5.539
H 2.039 -1.597 5.723
H 4.293 -2.265 4.863
H 6.857 2.032 4.681
H 7.694 0.819 4.002
H 8.298 0.312 0.340
H 8.728 -0.088 2.091
H 9.615 1.208 1.114
H 9.450 3.319 2.168
H 8.798 2.818 3.753
H 8.097 4.269 2.821
C -4.518 -2.983 -2.477
Cl -5.607 -2.697 -3.835
Cl -2.843 -2.663 -2.943
Cl -4.978 -1.987 -1.092
H -4.598 -4.025 -2.188
C 5.286 -2.225 -1.888
Cl 6.791 -2.738 -1.126
Cl 5.588 -1.608 -3.516
Cl 4.124 -3.561 -1.938
H 4.860 -1.423 -1.292
C 4.020 -5.121 1.417
Cl 2.867 -6.430 1.694
Cl 4.099 -4.051 2.820
Cl 5.617 -5.766 1.037
H 3.680 -4.539 0.568
C -6.172 -1.443 -7.797
Cl -4.822 -2.333 -7.086
Cl -7.097 -0.603 -6.547
Cl -5.594 -0.298 -9.012
H -6.828 -2.155 -8.285
C 7.119 -7.813 -1.739
Cl 8.620 -8.327 -0.963
Cl 7.435 -7.209 -3.369
Cl 5.953 -9.139 -1.782
H 6.692 -7.004 -1.153
C 3.711 -10.157 -5.133
Cl 3.585 -9.703 -6.835
Cl 2.631 -9.171 -4.143
Cl 3.357 -11.875 -4.919
H 4.730 -9.976 -4.807
C -9.550 -2.922 -3.687
Cl -9.322 -1.206 -3.326
Cl -9.221 -3.252 -5.393
Cl -8.513 -3.910 -2.658
H -10.581 -3.178 -3.487
C -2.550 0.703 5.705
Cl -1.489 -0.339 6.655
Cl -3.855 1.343 6.702
Cl -1.623 2.024 4.972
H -2.986 0.112 4.907
C -2.849 5.790 -4.855
Cl -1.165 5.506 -5.314
Cl -3.125 5.340 -3.168
Cl -3.292 7.477 -5.128
H -3.480 5.167 -5.479
C -10.765 0.987 -7.490
Cl -12.390 0.722 -8.131
Cl -10.351 2.704 -7.537
Cl -10.633 0.359 -5.845
H -10.060 0.451 -8.116
C -12.103 -4.600 -0.309
Cl -10.935 -5.638 0.511
Cl -13.252 -3.923 0.850
Cl -11.278 -3.309 -1.193
H -12.653 -5.203 -1.022
C -11.259 -8.386 3.657
Cl -9.594 -8.416 3.063
Cl -11.289 -8.155 5.408
Cl -12.184 -7.123 2.843
H -11.717 -9.343 3.433
```

Output
Charge: 0
LUMO level (eV): -0.7

=====

# C35H59NO24P

8 unconnected molecules or ions with the total composition C35H59NO24P at a distorted geometry (ωB97M-V with the def2-TZVPD basis set, OMol25).

```
120
C35H59NO24P (ωB97M-V with the def2-TZVPD basis set)
C -4.353 0.622 -1.203
C -3.071 0.430 -2.100
O -2.845 1.488 -3.050
P -2.394 2.929 -2.269
O -3.667 3.764 -2.141
C -1.156 3.791 -3.372
C -1.802 4.868 -4.362
C -1.442 6.365 -3.885
N -2.176 6.777 -2.676
O -1.864 2.645 -0.693
C -0.437 2.456 -0.586
C -0.113 2.443 0.977
H -4.075 1.220 -0.298
H -4.679 -0.393 -0.813
H -5.233 1.055 -1.743
H -3.238 -0.510 -2.706
H -2.170 0.213 -1.455
H -0.620 3.019 -3.999
H -0.352 4.349 -2.817
H -2.899 4.720 -4.521
H -1.274 4.742 -5.363
H -0.337 6.329 -3.611
H -1.597 7.116 -4.718
H -1.487 6.779 -1.907
H 0.167 3.299 -0.998
H -0.079 1.467 -0.962
H -0.504 1.525 1.490
H 1.008 2.429 1.058
H -0.472 3.379 1.482
C 2.553 -2.289 -2.636
C 2.589 -0.876 -3.178
C 3.834 -0.085 -2.845
O 3.344 1.262 -2.915
C 2.020 1.213 -2.610
O 1.335 2.164 -2.397
O 1.573 -0.071 -2.575
H 3.190 -2.946 -3.227
H 2.888 -2.324 -1.600
H 1.531 -2.676 -2.653
H 2.403 -0.891 -4.259
H 4.642 -0.242 -3.554
H 4.204 -0.254 -1.839
C -3.369 -2.295 2.529
C -3.099 -2.875 1.158
C -2.210 -4.084 1.160
O -1.652 -4.042 -0.157
C -1.641 -2.732 -0.530
O -1.087 -2.307 -1.492
O -2.348 -1.969 0.347
H -4.096 -2.903 3.069
H -2.453 -2.241 3.123
H -3.752 -1.276 2.444
H -4.047 -3.071 0.644
H -2.757 -5.011 1.322
H -1.390 -4.020 1.881
C -2.394 10.996 -5.572
C -0.985 10.855 -5.042
C -0.783 11.419 -3.668
O 0.618 11.709 -3.675
C 0.960 11.955 -4.969
O 2.009 12.402 -5.317
O -0.057 11.629 -5.813
H -3.056 10.265 -5.107
H -2.792 11.996 -5.378
H -2.412 10.853 -6.654
H -0.671 9.807 -5.099
H -1.034 10.710 -2.879
H -1.326 12.355 -3.498
C -5.436 -6.474 4.040
C -4.031 -6.591 4.587
C -3.856 -6.034 5.968
O -2.463 -5.716 5.982
C -2.110 -5.451 4.696
O -1.067 -4.981 4.364
O -3.110 -5.791 3.835
H -6.088 -7.223 4.490
H -5.857 -5.485 4.239
H -5.439 -6.606 2.957
H -3.694 -7.629 4.524
H -4.100 -6.753 6.747
H -4.419 -5.111 6.139
C 5.044 6.087 1.415
C 4.723 4.610 1.350
C 3.804 4.223 0.227
O 3.213 3.025 0.732
C 3.222 3.124 2.088
O 2.651 2.384 2.824
O 3.972 4.188 2.493
H 5.770 6.359 0.648
H 4.147 6.694 1.272
H 5.450 6.348 2.394
H 5.651 4.027 1.331
H 4.331 4.033 -0.708
H 3.006 4.949 0.048
C -1.481 -9.219 9.646
C -2.880 -9.327 9.082
C -3.392 -10.732 8.950
O -4.358 -10.597 7.906
C -3.953 -9.556 7.133
O -4.424 -9.274 6.076
O -2.932 -8.878 7.724
H -1.486 -9.381 10.725
H -0.812 -9.953 9.191
H -1.059 -8.234 9.439
H -3.566 -8.701 9.664
H -3.855 -11.103 9.864
H -2.629 -11.444 8.619
C 7.780 -3.683 -5.609
C 7.673 -2.985 -4.270
C 7.878 -3.881 -3.083
O 7.160 -3.187 -2.062
C 6.174 -2.488 -2.687
O 5.277 -1.937 -2.131
O 6.346 -2.504 -4.037
H 8.823 -3.876 -5.861
H 7.243 -4.634 -5.603
H 7.333 -3.073 -6.395
H 8.347 -2.122 -4.246
H 8.928 -3.993 -2.813
H 7.430 -4.872 -3.203
```

Output
Charge: -1
LUMO level (eV): 1.2

=====

# C35H60BrFNO12P

4 unconnected molecules or ions with the total composition C35H60BrFNO12P at a distorted geometry (ωB97M-V with the def2-TZVPD basis set, OMol25).

```
111
C35H60BrFNO12P (ωB97M-V with the def2-TZVPD basis set)
C 1.255 2.190 3.445
C 0.976 1.305 2.672
C 0.362 0.473 1.634
C 0.159 1.141 0.261
Br 1.732 2.371 -0.037
O -0.935 1.990 0.141
C -1.650 2.343 1.315
C -2.820 3.249 0.876
C -4.195 2.570 1.042
P -5.514 3.610 0.290
O -6.529 3.931 1.296
O -4.807 4.987 -0.150
C -4.911 5.324 -1.557
C -3.815 6.371 -1.852
O -6.110 2.878 -1.012
C -7.059 1.843 -0.724
C -6.462 0.438 -0.685
C 0.024 0.114 -0.918
C 1.024 -1.068 -0.865
C 2.536 -0.797 -0.721
C 3.217 -0.029 -1.855
C 4.607 0.527 -1.459
C 4.829 1.890 -2.124
C 5.951 2.710 -1.470
C -1.392 -0.584 -0.629
C -2.486 -0.287 -1.632
O -2.969 1.064 -1.561
C -3.380 1.582 -2.730
O -3.293 2.762 -2.928
N -0.097 0.832 -2.176
C 0.292 0.181 -3.402
C -0.521 0.787 -4.560
F -0.535 2.159 -4.485
H 1.753 2.938 4.008
H 1.042 -0.377 1.568
H -0.549 0.041 2.041
H -2.092 1.470 1.805
H -1.048 2.919 2.016
H -2.812 4.213 1.378
H -2.683 3.466 -0.184
H -4.462 2.526 2.099
H -4.215 1.563 0.635
H -4.727 4.481 -2.212
H -5.872 5.804 -1.735
H -3.315 6.682 -0.938
H -3.039 5.909 -2.467
H -4.193 7.222 -2.415
H -7.775 1.861 -1.546
H -7.636 2.021 0.182
H -5.964 0.237 0.262
H -7.292 -0.260 -0.811
H -5.783 0.258 -1.518
H 0.887 -1.775 -1.685
H 0.744 -1.632 0.028
H 2.722 -0.321 0.242
H 3.026 -1.775 -0.655
H 3.352 -0.690 -2.716
H 2.615 0.830 -2.135
H 4.684 0.660 -0.377
H 5.394 -0.162 -1.755
H 5.079 1.743 -3.182
H 3.927 2.501 -2.085
H 6.338 3.468 -2.154
H 6.806 2.111 -1.154
H 5.552 3.243 -0.605
H -1.785 -0.339 0.359
H -1.268 -1.669 -0.634
H -3.335 -0.939 -1.378
H -2.230 -0.560 -2.655
H -3.817 0.926 -3.500
H 0.111 1.817 -2.134
H 0.021 -0.874 -3.409
H 1.338 0.304 -3.701
H -1.517 0.352 -4.658
H 0.016 0.530 -5.481
O 1.698 -2.037 4.365
C 0.598 -1.912 4.817
C 0.005 -2.650 6.001
C -1.487 -2.380 5.839
C -1.492 -1.031 5.138
O -0.301 -1.024 4.328
H 0.405 -2.216 6.919
H 0.239 -3.710 5.953
H -2.042 -2.380 6.775
H -1.925 -3.137 5.192
H -1.438 -0.195 5.839
H -2.362 -0.897 4.499
O -2.436 -5.409 5.666
C -1.767 -6.226 5.105
C -1.312 -7.566 5.649
C -0.201 -7.951 4.676
C -0.645 -7.258 3.397
O -1.333 -6.071 3.832
H -2.152 -8.262 5.610
H -0.953 -7.467 6.669
H -0.066 -9.025 4.558
H 0.746 -7.529 5.016
H -1.340 -7.865 2.814
H 0.192 -6.974 2.763
O 8.112 -0.023 -1.788
C 7.923 -0.418 -2.898
C 8.635 0.032 -4.160
C 7.720 -0.501 -5.259
C 7.105 -1.724 -4.594
O 7.029 -1.395 -3.197
H 9.623 -0.430 -4.187
H 8.725 1.114 -4.186
H 8.233 -0.732 -6.191
H 6.942 0.232 -5.476
H 7.727 -2.615 -4.706
H 6.107 -1.943 -4.965
```

Output
Charge: 0
SMILES string: C#CC[C@](Br)(OCCCP(=O)(OCC)OCC)[C@@](CCCCCC)(CCOC=O)NCCF.O=C1CCCO1.O=C1CCCO1.O=C1CCCO1
LUMO level (eV): 0.3